Formula: C31H16F5N3OS4Tl
Source: the Open Molecules 2025 dataset
Level of theory: wB97M-V/def2-TZVPD

Computed properties:
ΔE to the lowest compared entry with this formula, charge and spin: 0.0000 eV
Frontier orbital gap (spin up / spin down): 3.76 / 5.90 eV
Molar mass: 874.130 g mol⁻¹
Charge: -2
Multiplicity: 2

XYZ file:
```
61
Properties=species:S:1:pos:R:3:mulliken_spin:R:1
Tl 1.30228 1.84170 -0.56544 0.00
S -6.31014 2.65264 0.49318 0.03
S 4.46072 0.35517 -1.62879 0.00
S 0.91451 5.06269 0.29021 0.00
S 3.62310 -3.75470 -1.84262 0.01
F 6.82233 -1.47369 -2.15687 0.00
F 6.50414 -4.08295 1.72860 0.00
F 4.37117 -2.59384 2.55148 0.00
F 7.71003 -3.48077 -0.64330 0.00
F 3.45331 -0.57801 1.06545 0.00
O 0.87686 2.54208 1.83139 0.00
N -1.42550 1.06719 -0.25083 0.11
N 0.39495 -0.88774 -0.93014 0.10
N -0.01950 3.42043 2.19797 0.00
C -1.87676 -0.15630 -0.69988 0.15
C 6.18481 -1.69961 -0.99526 0.00
C -3.69700 -1.71217 -1.28459 0.00
C -1.08723 5.53030 2.10700 0.00
C 0.92093 -3.09688 -1.74461 0.07
C 1.94297 -4.08231 -2.07896 -0.04
C -3.27524 -0.41646 -0.80508 -0.04
C 6.65441 -2.74723 -0.22779 0.00
C -4.28168 4.16517 0.86805 0.11
C -1.93977 5.17363 3.11987 0.00
C -1.83890 3.89460 3.67312 0.00
C -0.44294 -3.37495 -1.85763 -0.01
C 1.25895 -1.80993 -1.27406 -0.02
C 4.51150 -1.25953 0.60099 0.00
C 5.08581 -0.90485 -0.63202 0.00
C 4.08741 -5.28665 -2.45020 0.04
C -6.59565 4.24837 1.07820 0.11
C 1.77749 -5.35624 -2.57000 0.07
C -0.87269 3.05715 3.18535 0.00
C -2.80314 -2.66121 -1.62416 -0.05
C 6.04765 -3.06205 0.97216 0.00
C -4.58388 2.88325 0.44689 -0.07
C -0.10006 4.65717 1.58638 0.00
C -2.30765 1.97539 0.07893 -0.02
C -3.70968 1.81960 0.02641 0.09
C 3.00286 -6.04189 -2.77712 -0.03
C -1.38786 -2.42148 -1.52118 0.07
C -0.94185 -1.15078 -1.04891 0.08
C -5.42143 4.92539 1.22273 -0.06
C 4.96878 -2.30236 1.38288 0.00
C -4.17478 0.56675 -0.44479 0.20
H 0.80928 -5.78564 -2.78674 0.01
H -3.13407 -3.63164 -1.98102 0.00
H -5.36747 5.94735 1.57530 0.00
H -3.27109 4.54574 0.92632 0.02
H -2.69380 5.86876 3.46886 0.00
H 5.13125 -5.54812 -2.51895 0.01
H -1.89498 2.92004 0.42909 -0.01
H -5.23761 0.36187 -0.52669 0.04
H 2.30503 -1.51617 -1.18999 -0.01
H -4.76258 -1.90350 -1.36109 0.00
H -1.14654 6.50386 1.64174 0.00
H -0.70775 2.04566 3.52430 0.00
H -2.50473 3.54450 4.44865 0.00
H -0.78386 -4.34396 -2.20772 0.02
H -7.59742 4.59582 1.27258 0.01
H 3.07274 -7.04866 -3.16765 0.00
```